Entry 1:
Molecular formula: C5H10S3
Method: DFT, wB97M-V/def2-TZVPD

## Properties
- E_LUMO (alpha / beta): 0.0 / -1.7 eV
- Multiplicity: 3
- Orbital gap (alpha / beta): 7.723 / 6.984 eV

Atoms and positions in Å:
C1 3.4412 -2.3356 -0.8797
C2 -0.4689 -0.7656 0.3174
C3 0.7642 1.4975 0.4014
C4 -1.0757 1.2009 -1.1340
C5 0.0893 0.3554 -0.4316
S1 4.5455 -1.2581 -0.6410
S2 2.5736 -3.5569 -0.2009
S3 1.1466 -0.0981 -1.8596
H1 -1.3551 -0.4023 0.9009
H2 -0.8955 -1.4869 -0.5038
H3 0.2911 -1.2469 1.0356
H4 0.7368 1.1811 1.4618
H5 0.2683 2.5108 0.2943
H6 1.8508 1.6645 0.1887
H7 -0.4610 1.9652 -1.7556
H8 -1.6715 0.6270 -1.7318
H9 -1.6200 1.8836 -0.4042
H10 3.0883 -3.5429 1.1244



Entry 2:
Molecular formula: C5H10Si
Method: DFT, wB97M-V/def2-TZVPD

## Properties
- E_LUMO: 1.1 eV
- Orbital gap: 10.856 eV
- SMILES: C=C[SiH](C)C=C

Atoms and positions in Å:
C1 2.1864 -1.4982 0.0770
C2 1.6632 -0.3701 -0.3470
Si1 0.1155 0.3995 0.4812
C3 -0.0171 2.2503 -0.0806
C4 -1.5146 -0.3221 -0.3512
C5 -2.0805 -1.4053 0.1674
H1 3.0880 -1.8218 -0.2681
H2 1.4980 -1.9889 0.7750
H3 2.1347 0.4103 -1.0425
H4 -0.0714 0.2872 1.8525
H5 0.4028 2.4082 -1.0403
H6 -1.0581 2.5488 -0.2083
H7 0.4044 3.0220 0.6088
H8 -1.8928 -0.1223 -1.2799
H9 -2.8893 -1.9506 -0.4392
H10 -1.9693 -1.8470 1.0951



Entry 3:
Molecular formula: C5H11B
Method: DFT, wB97M-V/def2-TZVPD

## Properties
- E_LUMO: 0.9 eV
- Orbital gap: 10.260 eV
- SMILES: C=C[C@@H](C)BC

Atoms and positions in Å:
C1 1.7392 0.0279 -1.0844
C2 1.4116 -0.2361 0.1705
C3 0.0675 0.1621 0.6517
C4 0.0501 1.5749 1.3656
B1 -1.0960 0.0442 -0.5217
C5 -1.5393 -1.3915 -0.6081
H1 2.6978 -0.3986 -1.4820
H2 1.2216 0.5796 -1.8176
H3 1.9923 -0.8534 0.8214
H4 -0.1821 -0.4983 1.4577
H5 -0.9553 1.8331 1.7987
H6 0.3263 2.2825 0.6199
H7 0.8430 1.5946 2.0401
H8 -1.8765 0.6926 -1.2160
H9 -1.5968 -1.9210 0.3057
H10 -0.7669 -1.9566 -1.1786
H11 -2.3364 -1.5360 -1.3229



Entry 4:
Molecular formula: C5H11BFGdO2
Method: DFT, wB97M-V/def2-TZVPD

## Properties
- Net charge: +2
- E_LUMO (alpha / beta): -8.5 / -12.0 eV
- Multiplicity: 8
- Orbital gap (alpha / beta): 10.024 / 3.638 eV

Atoms and positions in Å:
C1 -2.0252 -0.1913 -1.9694
C2 -0.5515 0.0071 -2.3289
C3 0.2565 -1.0521 -1.7000
O1 0.9044 -1.7690 -2.4737
O2 0.2883 -1.3945 -0.4340
C4 1.0938 -0.5883 0.5185
C5 0.2920 0.4174 1.3085
B1 1.1797 1.1872 2.5064
F1 1.1415 0.3165 3.8113
H1 -2.1547 -0.2418 -0.9012
H2 -2.4001 -1.1095 -2.3877
H3 -2.5844 0.6363 -2.3641
H4 -0.4275 -0.0699 -3.4014
H5 -0.1687 0.9800 -2.0483
H6 1.5636 -1.3169 1.1573
H7 1.8910 -0.1056 -0.0194
H8 -0.5804 -0.1261 1.7240
H9 -0.0709 1.2003 0.6628
H10 2.3225 1.3363 2.2125
H11 0.6609 2.2401 2.7607
Gd1 -0.6306 -0.3563 3.3661



Entry 5:
Molecular formula: C5H11BO2
Method: DFT, wB97M-V/def2-TZVPD

## Properties
- E_LUMO: 0.7 eV
- Orbital gap: 10.284 eV
- SMILES: CC(C)B1OCCO1

Atoms and positions in Å:
C1 -0.4084 1.3078 1.8589
C2 0.3564 1.3732 0.5264
C3 1.7834 1.3267 0.9606
B1 -0.1119 -0.1756 -0.5466
O1 -0.5931 -0.0230 -1.7598
C4 -0.9718 -1.3472 -2.2022
C5 -0.6971 -2.2688 -1.0089
O2 -0.0428 -1.4454 -0.0528
H1 0.0515 2.1023 2.4896
H2 -0.2657 0.3666 2.2953
H3 -1.4821 1.3542 1.6214
H4 0.1432 2.3482 0.0064
H5 1.7697 0.6851 1.9079
H6 2.4340 0.9384 0.2144
H7 1.9727 2.3679 1.3038
H8 -0.3791 -1.6609 -3.1030
H9 -1.9326 -1.3653 -2.7326
H10 -1.5530 -2.6973 -0.5662
H11 -0.0734 -3.1869 -1.2124



Entry 6:
Molecular formula: C5H11BrN
Method: DFT, wB97M-V/def2-TZVPD

## Properties
- Net charge: +1
- E_LUMO: -3.7 eV
- Orbital gap: 9.345 eV
- SMILES: CC(C)=C(Br)C[NH3+]

Atoms and positions in Å:
C1 1.1391 0.8317 2.0550
C2 0.7004 0.0032 0.8580
C3 1.0908 -1.4199 0.8448
C4 -0.4048 0.4011 0.2373
Br1 -1.0687 2.2564 0.2759
C5 -1.1332 -0.3272 -1.1196
N1 -1.2605 0.4464 -2.4605
H1 2.1456 1.1652 1.8161
H2 1.3250 0.2711 3.0255
H3 0.5224 1.6968 2.1654
H4 0.5812 -1.6633 1.8448
H5 2.1387 -1.4270 0.9256
H6 0.6906 -2.0529 0.0071
H7 -0.5118 -1.3146 -1.3526
H8 -2.1662 -0.7054 -0.8405
H9 -1.5163 1.4365 -2.2762
H10 -1.8893 -0.1863 -3.0978
H11 -0.3831 0.5881 -2.9083